{"formula": "C40H66F9N5O2P", "method": "ωB97M-V/def2-TZVPD", "symbols": ["C", "C", "C", "N", "C", "C", "C", "C", "C", "C", "H", "H", "H", "H", "H", "H", "H", "H", "H", "H", "H", "H", "H", "H", "H", "H", "H", "H", "H", "H", "C", "C", "C", "N", "C", "C", "C", "C", "C", "C", "H", "H", "H", "H", "H", "H", "H", "H", "H", "H", "H", "H", "H", "H", "H", "H", "H", "H", "H", "H", "P", "F", "F", "F", "F", "F", "F", "N", "C", "C", "C", "C", "H", "H", "H", "H", "H", "N", "C", "C", "C", "C", "H", "H", "H", "H", "H", "N", "C", "C", "C", "C", "H", "H", "H", "H", "H", "C", "C", "C", "C", "C", "C", "H", "H", "H", "H", "H", "H", "C", "C", "O", "C", "O", "C", "F", "F", "F", "H", "H", "H", "H", "H"], "coordinates": [[12.3686, 6.1974, 8.4372], [11.6932, 6.7554, 9.7904], [12.0427, 5.6322, 10.8219], [11.1067, 5.6226, 12.0636], [11.6571, 4.6798, 13.1301], [12.6652, 5.3194, 14.1376], [12.1533, 6.6354, 14.7627], [11.8531, 7.5658, 13.5878], [10.7285, 7.0138, 12.7123], [9.7970, 4.9575, 11.7537], [12.1958, 6.8521, 7.5830], [11.8288, 5.3105, 8.1055], [13.4021, 5.8549, 8.4868], [10.6079, 6.8312, 9.7232], [12.1407, 7.7148, 10.0496], [13.0151, 5.6203, 11.3142], [12.0198, 4.6958, 10.2645], [12.0456, 3.7745, 12.6636], [10.8482, 4.3075, 13.7588], [13.5660, 5.5605, 13.5733], [13.0450, 4.5700, 14.8321], [12.8253, 7.0775, 15.4984], [11.2869, 6.4922, 15.4084], [12.7020, 7.8409, 12.9619], [11.5128, 8.5276, 13.9715], [10.3726, 7.7361, 11.9776], [9.8825, 6.8822, 13.3869], [9.9015, 3.8725, 11.7464], [9.5937, 5.4215, 10.7886], [8.9900, 5.1034, 12.4717], [13.4974, -4.3328, 10.5838], [14.0253, -3.1103, 9.8723], [14.8122, -3.4605, 8.5699], [15.4900, -2.2488, 7.7729], [14.3746, -1.3682, 7.0385], [14.9345, -0.0002, 6.4565], [15.9905, 0.8350, 7.2595], [17.0019, -0.0898, 7.9607], [16.3829, -1.3053, 8.7171], [16.4168, -2.8092, 6.6191], [12.4312, -4.2027, 10.7697], [13.9575, -4.5850, 11.5391], [13.4868, -5.2025, 9.9268], [14.5487, -2.5387, 10.6388], [13.1371, -2.6100, 9.4864], [14.3270, -3.9964, 7.7542], [15.6735, -4.1107, 8.7230], [13.7078, -1.1094, 7.8610], [13.7722, -1.9852, 6.3718], [14.1062, 0.6921, 6.3054], [15.3718, -0.2146, 5.4814], [15.5974, 1.5151, 8.0151], [16.4610, 1.5927, 6.6328], [17.6172, 0.4661, 8.6681], [17.7831, -0.4912, 7.3151], [15.8178, -0.8902, 9.5516], [17.0870, -1.9804, 9.2034], [15.8013, -3.6246, 6.2389], [17.2781, -3.1846, 7.1716], [16.6947, -1.9791, 5.9696], [14.1011, 2.1539, 10.8180], [14.2915, 1.6288, 12.3598], [15.7170, 2.0537, 10.6637], [13.9934, 0.5907, 10.3488], [14.0397, 2.6995, 9.2957], [12.5190, 2.1597, 10.9996], [14.2067, 3.6531, 11.3768], [11.0493, 2.0998, 15.8282], [12.2098, 1.5971, 15.2873], [13.0717, 1.1657, 16.3258], [12.4456, 1.4424, 17.4793], [11.0996, 1.8979, 17.1880], [10.2472, 2.3334, 15.2606], [12.3567, 1.5857, 14.2174], [14.0143, 0.6401, 16.2848], [12.9129, 1.2890, 18.4408], [10.2578, 2.0866, 17.8378], [15.9162, -1.0346, 12.7739], [17.0420, -1.8529, 12.6380], [16.7897, -3.0773, 13.2964], [15.4818, -2.9583, 13.8204], [14.9079, -1.7246, 13.4018], [15.9644, -0.1269, 12.3336], [17.8989, -1.4708, 12.1032], [17.4477, -3.9160, 13.4697], [15.1009, -3.7671, 14.4264], [13.9957, -1.1486, 13.4518], [10.5604, 2.6281, 8.3697], [11.0373, 2.5088, 7.1322], [10.3772, 3.4463, 6.2863], [9.3566, 3.9904, 7.1168], [9.5559, 3.5037, 8.3489], [10.8760, 2.1025, 9.1724], [11.8765, 1.8376, 7.0243], [10.6968, 3.7138, 5.2899], [8.5343, 4.6196, 6.8097], [9.0194, 3.6389, 9.2764], [16.0158, 8.4073, 11.1744], [16.1818, 7.2412, 11.9234], [16.3470, 5.9705, 11.3173], [16.1063, 5.8540, 9.9495], [15.9080, 6.9921, 9.2154], [15.8075, 8.2092, 9.7931], [15.9210, 9.3512, 11.6907], [16.1228, 7.2634, 13.0016], [16.4593, 5.0391, 11.8524], [16.1620, 4.8822, 9.4817], [15.7543, 6.9604, 8.1469], [15.5082, 9.0145, 9.1386], [17.0988, 2.0850, 14.0905], [18.1482, 2.3857, 15.1202], [19.1958, 3.2915, 14.6219], [20.2583, 2.7419, 14.0461], [20.3507, 1.4922, 13.8350], [21.4262, 3.7241, 13.7951], [21.2388, 4.8598, 14.4943], [22.5249, 3.1023, 14.1897], [21.4667, 4.1304, 12.5497], [16.9326, 3.0368, 13.5859], [16.1831, 1.6165, 14.4512], [17.6437, 1.4468, 13.3948], [18.5405, 1.5065, 15.6313], [17.7712, 2.9131, 15.9965]], "forces_ev_per_angstrom": [[-1.676, 0.145, 0.201], [2.159, -1.791, -0.457], [-0.399, 1.237, 0.666], [-1.411, -0.816, 1.827], [0.990, 0.435, 1.892], [0.396, 0.233, -0.898], [0.265, -0.606, -0.422], [-0.483, 0.581, -0.017], [0.882, -0.318, 0.321], [0.018, 0.394, -1.321], [0.410, 0.441, 0.247], [-0.286, -0.264, 0.310], [0.066, 0.605, 0.476], [0.088, 0.121, -0.407], [-0.171, -0.008, 0.129], [0.264, 0.680, -0.605], [-0.685, -0.369, 0.623], [0.286, 0.393, -0.384], [-0.532, 0.399, -0.227], [0.189, 0.209, -0.159], [-0.594, -0.164, 0.186], [0.619, -0.040, -0.485], [-0.566, -0.229, -0.405], [0.418, -0.408, 0.161], [-0.270, 0.091, -0.029], [0.391, -0.397, -0.469], [-0.065, -0.722, -0.198], [0.422, 0.113, -0.699], [-0.945, -0.721, -0.064], [0.382, 0.729, 0.126], [-0.935, -1.162, -0.206], [-0.182, -0.054, -1.472], [2.103, 1.002, -0.366], [-0.175, 1.578, -0.673], [1.145, 1.178, 2.290], [0.366, -0.279, 0.075], [-0.078, -0.981, 0.832], [0.611, -0.968, -0.089], [-0.897, 0.233, -0.631], [-1.228, 0.272, 2.771], [0.017, 0.179, 0.307], [0.290, 0.130, -0.265], [0.348, -0.268, 0.073], [0.290, 0.487, -0.636], [0.154, 0.674, 0.410], [-1.003, 0.212, 0.372], [0.195, 0.052, 0.637], [-0.026, 0.020, 0.097], [0.616, -0.048, -0.341], [-0.328, -0.427, -0.211], [-0.089, 0.079, -0.137], [-0.783, -0.588, 0.242], [0.319, -0.580, -0.567], [-0.343, 0.066, 0.388], [-0.150, 0.054, -0.613], [-0.818, -0.322, -0.309], [0.319, 0.010, -0.441], [0.470, 0.214, -0.696], [0.124, -0.164, -0.437], [-0.281, -0.457, -0.116], [2.015, -1.083, 0.700], [-0.391, -0.072, -0.068], [0.088, 0.117, -0.106], [-0.040, 0.243, -0.454], [-0.682, -0.224, 0.267], [-0.988, 0.382, -0.221], [-0.099, 0.362, -0.146], [0.939, -1.267, 0.451], [1.046, -0.326, -0.074], [-0.180, 0.395, -3.395], [-3.825, 0.747, 2.238], [2.232, 0.161, 0.655], [0.086, -0.127, 0.414], [0.019, -0.032, 0.024], [0.065, 0.328, -0.512], [-0.543, -0.069, 0.192], [0.192, 0.200, -0.086], [2.011, -1.890, -0.890], [-0.826, -0.563, 0.780], [-0.166, 2.290, -0.655], [-0.836, 0.643, -0.601], [1.456, -0.181, 0.368], [-0.920, 0.085, 0.255], [0.076, -0.095, 0.187], [0.059, 0.201, -0.188], [-0.668, 0.339, -0.054], [-0.315, -0.677, 0.601], [0.244, -0.760, 0.569], [1.030, 0.967, -2.089], [0.879, -1.766, 1.482], [0.080, 0.801, -1.670], [-1.679, 0.298, 2.702], [-0.007, 0.127, -0.166], [0.047, 0.216, -0.553], [-0.409, -0.236, -0.020], [0.242, 0.192, 0.083], [-0.295, 0.201, -0.238], [-0.746, -1.531, -0.464], [0.436, -0.828, -0.042], [-1.309, 0.712, -0.498], [1.187, -0.505, 0.812], [-0.513, -0.599, -1.203], [0.149, 2.080, 1.114], [-0.053, 0.149, -0.255], [0.454, 0.244, 0.198], [0.119, 0.208, 0.471], [-0.052, -0.091, -0.067], [-0.051, -0.282, -0.143], [0.284, 0.422, 0.127], [1.351, 0.393, -0.658], [-0.190, 0.255, 1.941], [0.260, -0.403, -0.222], [-0.888, -5.140, 0.104], [0.074, 4.835, 0.360], [-1.406, 0.348, 1.090], [0.381, -0.386, 0.542], [0.392, 0.460, -0.366], [0.560, -0.500, -1.264], [-0.618, -0.136, -0.146], [0.217, 0.150, 0.097], [-0.561, -0.260, -0.380], [0.661, -0.213, -0.801], [-0.289, 0.599, -0.339]], "spin_multiplicity": 1, "charge": 1, "e_lumo_ev": -1.74, "energy_ev": -87839.275, "homo_ev": -9.686}

***

{"formula": "C40H67BGe2KNO8SbSe", "method": "ωB97M-V/def2-TZVPD", "symbols": ["K", "O", "H", "H", "O", "O", "N", "C", "C", "O", "O", "H", "H", "H", "H", "H", "C", "Ge", "C", "C", "Ge", "C", "C", "C", "C", "C", "C", "C", "C", "C", "C", "C", "C", "H", "H", "H", "H", "H", "H", "H", "H", "H", "H", "H", "H", "H", "H", "H", "H", "H", "H", "H", "C", "C", "O", "C", "C", "C", "C", "C", "C", "H", "H", "H", "H", "H", "H", "H", "H", "Se", "C", "C", "C", "Sb", "C", "C", "C", "C", "C", "C", "H", "H", "H", "H", "H", "H", "H", "H", "H", "H", "H", "H", "H", "H", "H", "H", "H", "H", "H", "H", "H", "C", "C", "C", "O", "B", "O", "C", "C", "C", "H", "H", "H", "H", "H", "H", "H", "H", "H", "H", "H", "H"], "coordinates": [[-0.1990, 0.0195, 0.1316], [2.9700, 0.2036, -0.7271], [2.8240, 0.9752, -0.1385], [2.7094, -0.5798, -0.2250], [-1.8076, -1.3186, -1.1244], [-1.7903, -1.7607, 0.1040], [0.0330, -5.3684, 1.2691], [0.2411, -3.9202, 1.1351], [1.4322, -3.6078, 0.2501], [2.1608, -4.6733, -0.1032], [1.7139, -2.4936, -0.1111], [-0.1352, -5.6130, 2.2351], [1.6860, -5.4265, 0.3179], [-0.7687, -5.6625, 0.7275], [0.4855, -3.4934, 2.1046], [-0.6227, -3.3750, 0.7554], [-1.6406, -1.5398, 6.4582], [-1.3538, -1.0583, 4.5348], [-2.3482, -2.4812, 3.5735], [-2.4933, 0.5513, 4.3161], [0.8246, -0.7092, 3.4301], [1.7595, -2.4430, 3.9626], [2.9996, -2.7134, 3.3660], [3.6497, -3.9319, 3.5188], [3.0700, -4.9447, 4.2757], [1.8465, -4.7067, 4.8889], [1.2142, -3.4742, 4.7380], [1.7722, 0.5087, 4.7284], [3.0102, 1.0285, 4.3316], [3.7319, 1.9041, 5.1321], [3.2231, 2.3091, 6.3604], [1.9861, 1.8293, 6.7687], [1.2788, 0.9423, 5.9619], [-2.7151, -1.5127, 6.6744], [-1.1369, -0.8449, 7.1341], [-1.2766, -2.5463, 6.6828], [-3.3850, -2.5265, 3.9255], [-1.8855, -3.4602, 3.7401], [-2.3488, -2.2853, 2.4971], [-3.5471, 0.3030, 4.4796], [-2.3763, 0.9503, 3.3061], [-2.2008, 1.3318, 5.0239], [3.4535, -1.9585, 2.7287], [4.6003, -4.0982, 3.0235], [3.5645, -5.9032, 4.3832], [1.3804, -5.4800, 5.4927], [0.2613, -3.3254, 5.2341], [3.4056, 0.7725, 3.3523], [4.6801, 2.2951, 4.7796], [3.7754, 3.0054, 6.9813], [1.5658, 2.1457, 7.7177], [0.3176, 0.5824, 6.3127], [-2.1601, 4.0905, 1.2441], [-2.4837, 2.6474, 0.9640], [-1.5941, 1.8368, 0.8608], [-3.9119, 2.1985, 0.8511], [-4.9764, 3.0834, 0.9932], [-6.2829, 2.6282, 0.8874], [-6.5260, 1.2840, 0.6381], [-5.4658, 0.3982, 0.4936], [-4.1596, 0.8497, 0.5990], [-1.0761, 4.1886, 1.3097], [-2.6218, 4.4054, 2.1838], [-2.5534, 4.7298, 0.4491], [-4.7855, 4.1311, 1.1910], [-7.1090, 3.3196, 1.0013], [-7.5457, 0.9255, 0.5567], [-5.6493, -0.6512, 0.2973], [-3.3314, 0.1583, 0.4821], [2.1107, 3.0443, 1.0635], [3.2194, -0.8990, -4.0900], [1.8297, -0.4849, -4.5817], [1.6469, -0.7798, -6.0663], [0.3833, -1.1585, -3.0822], [0.6644, -3.3197, -3.2218], [1.0159, -3.9282, -4.5764], [-0.5252, -4.0426, -2.5859], [-1.4741, -0.9070, -4.2040], [-1.6251, 0.5679, -4.5716], [-1.7395, -1.8062, -5.4075], [4.0047, -0.4181, -4.6885], [3.3686, -1.9814, -4.1719], [3.3765, -0.6137, -3.0457], [1.7591, 0.6003, -4.4440], [1.6637, -1.8518, -6.2797], [2.4600, -0.3209, -6.6468], [0.7062, -0.3847, -6.4554], [1.5265, -3.4548, -2.5618], [0.2299, -3.7675, -5.3182], [1.1529, -5.0144, -4.4768], [1.9425, -3.5179, -4.9822], [-1.3975, -4.0238, -3.2474], [-0.8453, -3.5825, -1.6475], [-0.2749, -5.0978, -2.4068], [-2.2100, -1.1416, -3.4308], [-0.8781, 0.8843, -5.3075], [-1.5170, 1.2146, -3.6960], [-2.6128, 0.7653, -5.0086], [-0.9762, -1.7045, -6.1824], [-2.7052, -1.5512, -5.8675], [-1.7824, -2.8597, -5.1248], [2.7914, 5.3337, -2.9768], [1.3950, 5.2599, -2.3626], [0.6197, 6.5257, -2.6901], [1.5511, 5.1549, -0.9477], [1.5882, 3.7808, -0.6073], [1.1545, 3.0398, -1.7270], [0.6620, 3.9351, -2.7202], [-0.8513, 4.0338, -2.5406], [0.9880, 3.3802, -4.0960], [3.3219, 6.1701, -2.5192], [2.7591, 5.4838, -4.0600], [3.3509, 4.4212, -2.7617], [1.2174, 7.3980, -2.4155], [-0.3159, 6.5657, -2.1328], [0.3967, 6.5839, -3.7599], [-1.0869, 4.4490, -1.5581], [-1.2723, 3.0276, -2.5953], [-1.3213, 4.6516, -3.3114], [2.0499, 3.1504, -4.1804], [0.7116, 4.0885, -4.8843], [0.4300, 2.4564, -4.2572]], "forces_ev_per_angstrom": [[1.763, 0.507, 0.235], [0.016, 0.003, 0.067], [-0.042, -0.104, -0.095], [0.036, 0.050, 0.007], [-0.599, -0.059, -0.936], [-0.679, -0.928, 0.675], [0.026, 0.016, -0.103], [0.150, -0.040, 0.020], [-0.096, 0.105, -0.004], [-0.080, -0.109, 0.040], [0.037, -0.006, -0.009], [0.042, -0.008, 0.013], [0.058, 0.007, 0.002], [-0.041, 0.004, 0.022], [-0.002, 0.107, 0.123], [-0.051, 0.037, -0.066], [-0.086, -0.030, 0.034], [-0.029, -0.013, 0.090], [-0.044, -0.058, -0.034], [-0.011, 0.023, -0.002], [0.071, -0.051, -0.012], [0.001, -0.059, 0.017], [-0.023, -0.021, -0.042], [-0.040, 0.020, 0.010], [-0.029, 0.049, 0.008], [0.027, 0.027, -0.026], [0.008, -0.045, -0.041], [0.031, 0.080, 0.018], [-0.019, 0.013, -0.018], [-0.013, -0.002, 0.018], [-0.021, -0.033, -0.038], [0.010, -0.029, -0.052], [0.035, 0.004, 0.032], [0.051, -0.005, 0.006], [-0.030, -0.030, -0.031], [-0.005, 0.048, -0.019], [0.046, -0.015, -0.027], [-0.021, 0.047, 0.000], [-0.005, 0.003, 0.060], [0.031, 0.030, -0.005], [-0.022, -0.031, 0.041], [-0.003, -0.024, -0.028], [-0.018, -0.013, 0.029], [-0.001, -0.011, 0.008], [0.003, -0.012, 0.002], [0.013, 0.003, -0.008], [0.006, 0.024, 0.000], [-0.027, 0.007, 0.034], [-0.011, -0.004, 0.007], [0.005, 0.007, 0.007], [-0.001, 0.007, 0.015], [0.016, -0.004, -0.020], [-0.024, 0.050, -0.031], [-0.002, 0.041, 0.201], [-0.495, 0.417, 0.074], [0.043, 0.013, -0.052], [-0.008, 0.008, 0.002], [0.016, -0.016, 0.005], [-0.018, 0.006, -0.004], [0.032, -0.021, -0.003], [-0.015, -0.035, -0.018], [-0.017, 0.005, -0.012], [0.022, -0.018, -0.020], [0.014, 0.008, 0.025], [-0.008, -0.016, -0.005], [0.003, -0.002, 0.002], [0.010, 0.008, 0.000], [0.002, 0.032, 0.008], [-0.005, 0.039, 0.019], [-0.064, 0.081, -0.124], [0.018, -0.012, 0.025], [0.134, 0.083, -0.021], [-0.022, -0.048, -0.026], [0.043, 0.046, -0.194], [0.034, -0.098, 0.027], [-0.008, -0.007, -0.015], [-0.021, 0.018, -0.029], [-0.063, -0.047, -0.070], [-0.010, -0.006, 0.006], [-0.008, 0.001, -0.019], [-0.030, -0.019, -0.005], [-0.010, 0.040, 0.012], [-0.026, -0.014, -0.040], [0.014, -0.042, -0.025], [-0.002, 0.069, 0.004], [-0.018, -0.012, 0.015], [0.025, 0.019, 0.021], [-0.015, 0.006, 0.000], [0.026, -0.006, 0.026], [0.000, 0.030, 0.004], [-0.038, -0.033, 0.045], [0.028, 0.010, 0.023], [0.044, -0.014, -0.021], [-0.015, 0.043, 0.012], [0.012, 0.011, 0.003], [-0.017, -0.029, 0.005], [-0.008, -0.094, -0.064], [0.015, -0.006, 0.015], [-0.024, 0.003, 0.020], [0.019, -0.011, 0.014], [0.000, 0.042, 0.002], [0.058, -0.019, -0.005], [-0.020, -0.035, 0.020], [-0.022, 0.031, 0.022], [-0.024, 0.000, -0.079], [-0.012, -0.058, 0.090], [0.015, -0.031, -0.029], [0.009, 0.031, 0.033], [-0.055, -0.002, 0.031], [0.010, -0.028, -0.045], [0.005, 0.001, -0.009], [-0.015, -0.003, 0.047], [-0.022, 0.026, 0.000], [-0.019, -0.022, -0.003], [0.027, 0.002, -0.013], [0.013, -0.013, 0.020], [0.006, -0.015, -0.026], [0.030, 0.082, 0.039], [0.024, -0.024, 0.017], [-0.033, 0.004, -0.002], [0.003, -0.007, 0.032], [0.023, 0.067, 0.016]], "relative_energy_kj_mol": 201.20, "spin_multiplicity": 2, "charge": -2, "s2": 0.76, "e_lumo_ev": [3.78, 3.77], "energy_ev": -262357.367, "homo_ev": [-1.357, -1.356]}